Entry from the Open Molecules 2025 dataset: a 2-piece molecular cluster, C3H12N3S overall at a distorted geometry (wB97M-V/def2-TZVPD).

The calculation puts the HOMO-LUMO gap at 0.2298 Eh. As for the HOMO energy: -2.32 eV. The multiplicity is 1. Its total energy is -683.960075 hartree. As for the maximum force: 1.4 eV/Å. The net charge is -1.

Each line ends with the Löwdin charge.
Cartesian coordinates (Å):
S  -1.4364  0.4067  -1.3610  0.210
N  -0.9128  1.7088  2.7177  -0.017
N  0.6683  -0.0748  2.1234  -0.015
N  0.0867  -2.2509  -1.9765  -0.056
C  -0.5204  0.6951  1.7434  -0.404
C  0.8600  -1.0375  -1.7949  -0.433
C  0.1739  0.2919  -2.1923  -0.744
H  -0.6134  2.6617  2.6717  0.035
H  0.0930  0.3486  -3.2883  0.024
H  -1.6463  1.5249  3.3749  0.033
H  -0.3511  1.1409  0.7697  0.008
H  -1.3747  0.0367  1.6381  0.077
H  0.5639  -0.5220  3.0222  0.038
H  0.0624  -2.4922  -2.9616  0.039
H  0.8027  1.1447  -1.9029  0.026
H  1.5224  0.4580  2.0776  0.042
H  1.8448  -1.0916  -2.2783  0.085
H  1.0349  -0.9315  -0.7162  0.069
H  -0.8578  -2.0174  -1.6668  -0.015

Atomic forces in eV per Å
-0.48 0.20 -0.57
0.06 -0.07 0.30
-0.46 -0.39 -0.54
0.31 -0.26 -0.24
0.48 0.52 1.11
0.32 1.10 0.71
-0.08 -0.46 -0.15
0.04 0.03 -0.26
-0.16 -0.05 0.03
-0.06 -0.03 -0.14
-0.07 -0.05 -0.02
0.13 -0.28 -0.20
0.10 0.17 0.10
-0.28 0.10 0.00
0.15 -0.20 0.08
-0.05 0.15 0.16
-0.07 -0.34 -0.10
0.15 -0.14 -0.08
-0.04 0.01 -0.17

Entry from the Open Molecules 2025 dataset: one molecule with the formula C4H7N3 (wB97M-V/def2-TZVPD).

The calculation puts the HOMO-LUMO gap at 0.3614 Eh. As for the HOMO energy: -9.16 eV. The multiplicity is 1. Its total energy is -320.871997 hartree. As for the maximum force: 0.9 eV/Å. The net charge is 0. As for the SMILES: [H]/N=C1\CCN\C1=N\[H].

Each line ends with the Löwdin charge.
Cartesian coordinates (Å):
N  1.1384  -0.5445  0.6360  0.034
N  -0.0972  0.1713  2.4982  0.131
N  -1.9835  0.9597  0.1632  0.166
C  -0.9118  0.2916  0.0986  -0.317
C  -0.2860  -0.2638  -1.1646  -0.123
C  0.0202  -0.0085  1.2444  -0.410
C  1.1906  -0.2781  -0.7940  -0.194
H  -2.2542  1.0052  -0.8199  0.054
H  -0.6643  -1.2778  -1.3388  0.127
H  1.9855  -0.5909  1.1795  0.136
H  -1.0184  0.5507  2.7143  0.043
H  -0.4994  0.3241  -2.0654  0.120
H  1.7536  -1.0447  -1.3278  0.114
H  1.6265  0.7057  -1.0238  0.119

Atomic forces in eV per Å
0.17 0.00 0.19
-0.12 -0.02 -0.45
0.44 -0.21 -0.15
-0.17 0.02 -0.19
0.04 -0.03 -0.07
0.11 -0.01 0.13
0.13 -0.05 -0.15
-0.82 0.38 0.16
0.13 0.06 0.12
-0.02 0.00 0.01
0.06 -0.02 -0.11
-0.02 0.00 0.31
0.02 0.04 0.11
0.06 -0.16 0.07

Which relative energy (zero: lowest compared OMol25 entry of this formula, charge and spin) belongs to each record? In order, 91.8 29.7 kJ/mol.